(1)
Below is one molecule with the formula C23H26N2O4 in a non-equilibrium geometry, with properties calculated with the ωB97M-V functional and the def2-TZVPD basis.

```
55
Properties=species:S:1:pos:R:3
C 8.43 3.20 1.89
C 7.66 1.93 1.54
C 6.23 2.25 1.12
O 5.59 1.02 0.82
C 4.30 1.03 0.41
C 3.74 -0.22 0.13
C 2.43 -0.32 -0.29
C 1.66 0.82 -0.45
C 2.21 2.07 -0.17
C 3.52 2.17 0.25
H 3.92 3.15 0.46
H 1.61 2.96 -0.29
N 0.31 0.72 -0.88
C -0.73 1.38 -0.27
O -0.64 2.11 0.68
C -2.02 1.00 -0.98
H -2.54 1.89 -1.32
C -1.59 0.04 -2.10
H -1.87 0.33 -3.11
C -0.07 -0.06 -1.96
O 0.67 -0.69 -2.66
O -2.23 -1.19 -1.84
N -2.43 -1.21 -0.42
C -3.01 -2.37 0.07
C -3.02 -3.54 -0.69
C -3.51 -4.71 -0.17
C -4.01 -4.75 1.12
C -4.00 -3.60 1.89
C -3.50 -2.42 1.38
H -3.49 -1.53 2.00
H -4.38 -3.62 2.90
H -4.40 -5.67 1.53
H -3.52 -5.60 -0.78
H -2.63 -3.50 -1.70
C -2.91 0.12 -0.07
H -2.68 0.31 0.98
C -4.40 0.32 -0.35
C -4.96 1.64 0.18
C -4.94 1.73 1.70
H -5.47 2.62 2.03
H -3.93 1.78 2.08
H -5.44 0.86 2.14
H -4.39 2.48 -0.23
H -5.99 1.74 -0.17
H -4.57 0.25 -1.43
H -4.94 -0.50 0.12
H 2.01 -1.29 -0.50
H 4.35 -1.09 0.25
H 5.70 2.76 1.93
H 6.24 2.90 0.23
H 7.63 1.27 2.41
H 8.16 1.40 0.73
H 7.95 3.73 2.70
H 8.48 3.86 1.03
H 9.45 2.95 2.19
```

Values from the calculation:
gap between HOMO and LUMO	8.691	eV
structure (SMILES)	CCCOc1ccc(N2C(=O)[C@H]3[C@H](ON(c4ccccc4)[C@@H]3CCC)C2=O)cc1
E_HOMO	-7.94	eV
LUMO level	0.75	eV

***

(2)
Below is one molecule with the formula C21H25F3N2O, with properties calculated with the ωB97M-V functional and the def2-TZVPD basis.

```
52
Properties=species:S:1:pos:R:3
O -1.84 -3.59 -0.40
C -1.21 -2.67 0.46
C -0.08 -1.91 -0.23
H -0.48 -1.44 -1.13
H 0.70 -2.61 -0.52
C 0.55 -0.83 0.66
N 1.87 -0.50 0.15
C 1.78 0.27 -1.08
C 0.83 1.47 -1.00
N -0.47 1.01 -0.57
C -0.36 0.41 0.75
H 0.06 1.12 1.48
H -1.35 0.11 1.09
C -1.48 2.06 -0.60
C -2.85 1.47 -0.40
C -3.78 2.09 0.43
C -5.04 1.55 0.62
C -5.37 0.36 -0.03
C -4.45 -0.27 -0.86
C -3.21 0.29 -1.04
H -2.48 -0.19 -1.68
H -4.71 -1.19 -1.35
C -6.72 -0.24 0.21
F -6.78 -0.91 1.38
F -7.70 0.69 0.27
F -7.10 -1.11 -0.74
H -5.76 2.03 1.26
H -3.52 3.01 0.94
H -1.29 2.84 0.15
H -1.44 2.52 -1.59
H 1.24 2.23 -0.32
H 0.74 1.92 -2.00
H 1.43 -0.41 -1.87
H 2.78 0.60 -1.35
C 2.76 0.10 1.13
C 4.19 0.05 0.64
C 5.02 1.15 0.74
C 6.33 1.08 0.30
C 6.82 -0.09 -0.26
C 5.99 -1.19 -0.36
C 4.68 -1.12 0.09
H 4.03 -1.98 0.00
H 6.37 -2.11 -0.79
H 7.84 -0.14 -0.60
H 6.97 1.95 0.38
H 4.65 2.07 1.17
H 2.69 -0.49 2.05
H 2.50 1.14 1.38
H 0.68 -1.25 1.66
H -0.82 -3.19 1.35
H -2.00 -1.99 0.77
H -1.18 -4.20 -0.74
```

Values from the calculation:
gap between HOMO and LUMO	9.062	eV
structure (SMILES)	OCC[C@@H]1CN(Cc2ccc(C(F)(F)F)cc2)CCN1Cc1ccccc1
E_HOMO	-8.38	eV
LUMO level	0.68	eV

***

(3)
Below is a 2-piece molecular cluster, C8H13N2 overall in a non-equilibrium geometry, with properties calculated with the ωB97M-V functional and the def2-TZVPD basis.

```
23
Properties=species:S:1:pos:R:3
C 2.25 1.71 -1.38
C 2.01 -2.39 -0.68
C -3.23 0.07 -0.12
C -0.77 -0.19 -0.14
C 2.32 1.13 -0.23
C 1.30 -1.31 -0.42
C -4.29 0.15 0.89
C 2.76 1.16 1.15
N -2.03 -0.13 0.19
N -0.08 -1.29 -0.26
H 2.65 2.71 -1.52
H 1.83 1.26 -2.26
H 1.56 -3.37 -0.82
H 3.08 -2.34 -0.79
H -3.52 0.21 -1.16
H -0.20 0.74 -0.15
H -3.95 -0.20 1.86
H -4.61 1.19 0.99
H -5.17 -0.41 0.57
H 3.42 0.31 1.34
H 1.92 1.12 1.85
H 3.33 2.08 1.33
H -0.57 -2.19 -0.23
```

Values from the calculation:
gap between HOMO and LUMO (spin up / spin down)	7.934 / 8.410	eV
E_HOMO (spin up / spin down)	-11.97 / -12.23	eV
charge	+1
LUMO level (spin up / spin down)	-4.04 / -3.82	eV

***

In order of appearance, relative energy (zero: lowest compared OMol25 entry of this formula, charge and spin) = 320.6, 0.0, 622.0 kJ/mol.